83
Properties=species:S:1:pos:R:3:lowdin_charge:R:1 method="wB97M-V/def2-TZVPD" total_charge=0 gap_ev="6.279 / 5.954" molar_mass_g_mol=1027.916 e_above_lowest_kj_mol=237.1 homo_energy_ev="-7.53 / -7.60" lumo_ev="-1.25 / -1.65"
Pd -0.3832 1.9649 -1.4481 0.76
Se 2.9197 -3.8838 -3.5538 0.27
P 1.8756 -3.6085 -1.7534 0.50
C 2.8816 -3.6413 -0.2515 -0.37
C 2.2597 -3.4782 0.9875 -0.08
C 3.0112 -3.5395 2.1503 -0.08
C 4.3826 -3.7678 2.0760 -0.08
C 4.9983 -3.9288 0.8427 -0.07
C 4.2467 -3.8640 -0.3281 -0.10
C 0.7615 -5.0140 -1.4732 -0.35
C 1.3842 -6.2607 -1.3477 -0.09
C 0.6295 -7.4143 -1.2267 -0.07
C -0.7610 -7.3427 -1.2388 -0.08
C -1.3820 -6.1133 -1.3614 -0.08
C -0.6170 -4.9539 -1.4778 -0.08
C 1.1473 -1.9164 -1.6101 -0.36
C 0.0227 -1.0909 -1.6961 -0.41
N 0.5163 0.1884 -1.7119 -0.22
N 1.8360 0.1797 -1.6268 -0.02
N 2.2254 -1.0629 -1.5757 -0.01
P -1.7652 -1.1793 -1.6838 0.66
Se -2.6373 0.8094 -1.8259 0.42
C -2.2278 -1.8285 -0.0665 -0.35
C -1.6085 -1.1521 0.9902 -0.09
C -1.8681 -1.5352 2.2948 -0.06
C -2.7507 -2.5790 2.5549 -0.07
C -3.3925 -3.2254 1.5092 -0.07
C -3.1365 -2.8483 0.1970 -0.08
C -2.2662 -2.1229 -3.1526 -0.35
C -3.2000 -3.1549 -3.1990 -0.08
C -3.5113 -3.7636 -4.4091 -0.07
C -2.8959 -3.3443 -5.5758 -0.07
C -1.9738 -2.3022 -5.5403 -0.06
C -1.6626 -1.6889 -4.3381 -0.09
H 1.1874 -3.2990 1.0406 0.11
H 2.5319 -3.4097 3.1141 0.10
H 4.9710 -3.8146 2.9853 0.10
H 6.0666 -4.1019 0.7882 0.10
H 4.7099 -3.9763 -1.3028 0.07
H 2.4664 -6.3175 -1.3567 0.10
H 1.1221 -8.3751 -1.1337 0.11
H -1.3553 -8.2474 -1.1584 0.10
H -2.4656 -6.0600 -1.3708 0.10
H -1.0947 -4.0090 -1.5806 0.06
H -0.9415 -0.3212 0.8007 0.09
H -1.3855 -1.0099 3.1109 0.11
H -2.9443 -2.8825 3.5777 0.11
H -4.0971 -4.0253 1.7104 0.11
H -3.6555 -3.3526 -0.6012 0.07
H -3.6990 -3.4942 -2.3060 0.07
H -4.2380 -4.5691 -4.4338 0.11
H -3.1313 -3.8296 -6.5171 0.11
H -1.4963 -1.9658 -6.4529 0.11
H -0.9486 -0.8791 -4.3190 0.11
Br 4.6641 6.3267 5.9211 0.74
C 3.1563 6.8954 4.9304 -0.70
C 3.1435 6.7392 3.5521 -0.12
C 2.0260 7.1379 2.8339 -0.03
C 0.9304 7.6983 3.4872 -0.28
C 0.9848 7.8948 4.8525 -0.04
C 2.0890 7.4735 5.5860 -0.12
N -0.1974 8.2799 2.7680 0.08
N -0.8427 7.6650 1.8877 0.07
C -0.7424 6.2382 1.6725 -0.24
C -0.6607 5.2738 2.6532 -0.02
C -0.6095 3.9058 2.3566 0.01
C -0.5813 3.4447 1.0405 -0.36
O -0.4484 2.1909 0.7064 -0.18
C -0.7535 4.4429 0.0281 -0.13
N -0.7993 4.0027 -1.2718 -0.03
C -0.9311 4.8550 -2.2555 -0.12
C -1.0455 6.2357 -2.0314 -0.04
C -1.0111 6.7108 -0.7528 0.02
C -0.8560 5.8139 0.3350 -0.10
H 3.9958 6.3058 3.0441 0.10
H 2.0091 7.0283 1.7567 0.12
H 0.1439 8.3654 5.3520 0.12
H 2.1189 7.6082 6.6595 0.10
H -0.6547 5.5870 3.6899 0.12
H -0.5555 3.1656 3.1471 0.12
H -0.9630 4.4451 -3.2535 0.11
H -1.1662 6.9014 -2.8768 0.11
H -1.1050 7.7708 -0.5442 0.12

---

80
Properties=species:S:1:pos:R:3:lowdin_charge:R:1 method="wB97M-V/def2-TZVPD" total_charge=+1 gap_ev=6.916 molar_mass_g_mol=845.741 homo_energy_ev=-10.33 lumo_ev=-3.42
C 4.8432 -1.1027 -0.3016 -0.30
C 3.2367 -1.2801 -0.6326 -0.80
I 2.7509 -3.4005 -0.3673 0.80
C 2.8135 -0.6787 -2.1349 -0.63
I 4.5632 -1.1523 -3.4376 0.87
N 2.5876 0.7933 -1.9469 -0.06
N 3.6474 1.7294 -1.9381 0.01
C 3.1971 3.1684 -1.7625 0.05
N 1.6839 3.1828 -1.6425 0.09
C 1.3903 1.6707 -1.7370 -0.15
N 0.0978 1.2486 -1.6260 0.06
C -0.4377 -0.1581 -1.6409 -0.18
C -0.7537 -1.1130 -0.3444 0.03
C -1.3971 -2.6425 -0.5535 -0.02
C -1.7431 -3.2899 -2.0272 -0.03
C -1.4380 -2.3269 -3.3404 -0.07
C -0.7990 -0.8207 -3.1334 -0.02
H 5.2957 -0.0733 -0.6586 0.05
H 4.9393 -1.0904 0.8882 0.09
H 5.4834 -2.0398 -0.6463 0.06
H 2.6679 -0.6383 0.1980 0.08
H 1.9259 -1.2802 -2.6032 0.08
H 4.6744 1.5676 -2.0223 0.12
H 3.9700 4.0540 -1.7532 0.16
H -0.6302 2.0183 -1.5123 0.18
H -0.5196 -0.6538 0.7218 0.08
H -1.6328 -3.3264 0.3923 0.07
H -2.1738 -4.3882 -2.1906 0.11
H -1.6967 -2.7661 -4.4197 0.10
H -0.5905 -0.1661 -4.0891 0.09
C 2.9775 1.8636 2.9604 -0.26
S 2.3769 0.1736 3.1985 0.80
O 1.0036 0.0948 2.5995 -0.58
C 2.1811 0.2954 4.9930 -0.27
H 3.1355 2.0280 1.8917 0.03
H 2.2406 2.5790 3.3325 0.06
H 3.9254 1.9913 3.4885 0.05
H 1.4924 1.1069 5.2404 0.06
H 3.1543 0.4745 5.4556 0.02
H 1.7744 -0.6490 5.3624 0.06
C 5.0717 4.2404 7.4370 -0.26
S 4.3451 2.5882 7.5626 0.85
O 4.0949 2.0987 6.1665 -0.59
C 2.7584 3.1323 8.2404 -0.26
H 6.0677 4.1484 6.9968 0.05
H 4.4510 4.8752 6.8008 0.06
H 5.1578 4.6774 8.4346 0.06
H 2.2791 3.8350 7.5544 0.06
H 2.9189 3.6057 9.2117 0.06
H 2.1170 2.2569 8.3676 0.05
C -6.1859 -3.1646 -4.9696 -0.27
S -4.9508 -2.3451 -3.9321 0.79
O -4.7758 -3.1779 -2.6965 -0.57
C -5.9866 -0.9288 -3.4909 -0.26
H -5.7649 -4.1059 -5.3316 0.05
H -7.0871 -3.3702 -4.3876 0.06
H -6.4268 -2.5261 -5.8227 0.05
H -6.9001 -1.2717 -2.9990 0.06
H -6.2347 -0.3628 -4.3916 0.06
H -5.4255 -0.2888 -2.8059 0.05
C -4.7897 -6.2749 -0.0281 -0.26
S -3.9250 -5.4556 1.3336 0.85
O -2.6661 -4.8605 0.7749 -0.59
C -3.4682 -6.9735 2.2058 -0.27
H -5.1358 -5.5108 -0.7286 0.04
H -4.1127 -6.9598 -0.5437 0.06
H -5.6510 -6.8214 0.3633 0.06
H -2.8717 -7.6156 1.5531 0.06
H -4.3719 -7.4979 2.5246 0.05
H -2.8784 -6.7042 3.0852 0.05
C -0.4303 4.3459 -3.6996 -0.30
S -1.9860 5.2674 -3.7609 0.81
O -2.5934 5.0369 -5.1133 -0.55
C -1.2298 6.9109 -3.7777 -0.27
H -0.6593 3.2775 -3.7179 0.03
H 0.1894 4.5990 -4.5628 0.06
H 0.0987 4.5850 -2.7740 0.02
H -0.5613 7.0070 -4.6367 0.06
H -0.6744 7.0672 -2.8501 0.05
H -2.0241 7.6575 -3.8525 0.05